DFT (ωB97M-V/def2-TZVPD) results for C4H5N3 in the gas phase in a non-equilibrium geometry.

Structure (ORCA input):
```
! wB97M-V def2-TZVPD RIJCOSX def2/J DEFGRID3
* xyz 0 1
C -1.568 -0.044 0.255
N -0.510 -0.139 -0.768
C 0.757 -0.146 -0.067
C 1.942 -0.883 -0.514
N 2.787 -1.669 -0.586
C 1.111 1.198 0.498
N 1.309 2.319 0.727
H -1.472 -0.860 0.990
H -2.533 -0.157 -0.234
H -1.534 0.895 0.830
H -0.605 0.549 -1.493
H 0.317 -1.063 0.361
*
```

Output
Highest occupied orbital energy   -10.69 eV
Relative energy (zero: lowest compared OMol25 entry of this formula, charge and spin)   77.9 kcal/mol
Gap between HOMO and LUMO   11.1 eV
E   -319.5881 Eh
SMILES   CNC(C#N)C#N